Record 1
{"formula": "C23H43Br2O5P", "method": "wB97M-V/def2-TZVPD", "symbols": ["Br", "Br", "P", "O", "O", "O", "O", "O", "C", "C", "C", "C", "C", "C", "C", "C", "C", "C", "C", "C", "C", "C", "C", "C", "C", "C", "C", "C", "C", "C", "C", "H", "H", "H", "H", "H", "H", "H", "H", "H", "H", "H", "H", "H", "H", "H", "H", "H", "H", "H", "H", "H", "H", "H", "H", "H", "H", "H", "H", "H", "H", "H", "H", "H", "H", "H", "H", "H", "H", "H", "H", "H", "H", "H"], "xyz": [[0.7360, -5.2870, -0.7009], [0.1550, -4.0070, 3.9655], [-0.2685, -2.1632, 0.9975], [2.1592, 4.3595, -5.0084], [-0.6019, -0.7075, 0.1122], [2.9264, 5.0171, -2.7109], [-2.3312, 1.9497, 1.2873], [-1.8616, -3.1760, -1.1579], [0.6720, -5.0509, 1.2833], [1.3103, -0.8405, 3.1976], [1.4570, -2.0499, 0.0848], [-3.3529, -2.8431, -3.2328], [2.9514, 4.2064, -3.9380], [1.7710, 4.9158, -0.3620], [4.1043, 3.0021, -4.0716], [2.1131, 1.3764, 1.7437], [-3.2557, -3.2670, -1.6179], [-3.6718, 2.5711, 1.2181], [1.7692, 0.7409, 3.2116], [-1.9648, 1.4013, -0.0489], [-4.8775, 1.4871, 0.8408], [-1.9713, -0.2636, 0.0819], [1.1101, -6.4030, 2.1568], [2.1462, 3.3637, 0.0071], [1.2114, -1.8882, -1.5624], [-0.2400, -1.0648, 2.6073], [1.9678, 3.0049, 1.6310], [1.9177, -0.7814, -2.3050], [-1.8036, -3.0943, 0.3427], [1.6247, 4.9632, -2.0276], [0.2158, -3.7531, 1.9356], [-0.8893, 1.7288, -0.3735], [1.0366, 3.9910, -2.3915], [1.3151, 0.9188, 0.9829], [4.4914, 2.8034, -2.9834], [2.1137, -6.2154, 2.7618], [2.8376, 3.5114, 2.2383], [-4.3354, -3.2863, -3.6956], [-5.9386, 1.9073, 1.1265], [0.8335, 1.3493, 3.6311], [1.2182, -1.1480, 4.3486], [2.1784, -2.9236, 0.3596], [-1.8400, -4.2509, 0.6491], [0.4756, -2.5699, -2.1649], [-3.9724, -2.5064, -1.0564], [2.0912, -1.5781, 2.7413], [3.2284, 3.0271, -0.2877], [-2.3621, -3.2346, -3.7461], [3.6903, 2.0338, -4.5847], [0.7848, 5.3209, 0.1194], [-2.5845, -0.6617, -0.8347], [-3.9115, 2.9955, 2.2978], [-2.7078, 1.7445, -0.8962], [-0.5522, 0.0666, 2.3782], [2.7265, 5.5713, -0.1249], [2.5840, -0.9724, -3.2702], [-3.4306, -1.6606, -3.2676], [-4.6714, 0.4596, 1.3870], [-4.7858, 1.2483, -0.3224], [-2.6197, -0.5111, 1.0531], [0.9294, 3.3912, 2.0415], [3.1840, 0.9721, 1.4314], [-3.5904, 3.4530, 0.4411], [2.0380, -1.0493, 0.3805], [1.3721, 2.6390, -0.5393], [-1.0021, -1.4133, 3.4201], [1.3623, -7.3046, 1.4161], [-3.7240, -4.3411, -1.4341], [5.0346, 3.3544, -4.7314], [0.9704, 5.8894, -2.3182], [1.8742, 0.3561, -1.9453], [0.2202, -6.7420, 2.8367], [2.6358, 0.9212, 4.0113], [-2.8422, -2.7197, 0.8025]], "atomic_forces_ev_per_a": [[-0.10, 0.33, 2.05], [0.01, 0.35, -1.86], [1.41, 2.03, 0.64], [4.39, -0.40, 7.27], [-2.40, -0.34, -0.48], [-0.77, -2.53, -2.25], [-1.30, 0.31, -2.16], [-2.00, 1.03, 1.45], [-0.91, 2.50, 3.43], [-0.51, -0.38, 1.83], [0.00, 1.19, -1.68], [0.41, 0.09, 1.32], [-2.45, -0.04, -5.11], [1.77, -0.83, -1.88], [0.47, 0.97, 0.83], [-0.66, -0.72, 0.08], [-1.35, 0.31, -0.91], [-0.57, -0.01, 0.58], [-0.78, 0.54, 0.25], [0.05, -1.20, -0.04], [1.03, -0.10, -0.60], [-1.15, 1.88, -0.32], [0.31, -0.16, -1.22], [-1.22, -0.49, 1.32], [2.14, 2.75, -1.12], [0.10, 1.93, 0.72], [0.83, -0.40, -0.69], [-1.16, -1.87, 1.55], [-2.33, -2.89, -0.68], [-2.21, -0.06, 0.66], [2.25, -6.37, -1.29], [-1.93, -0.52, 0.91], [1.25, 2.12, 0.83], [1.71, 0.90, 1.56], [-0.69, 0.14, -2.18], [-2.39, -0.15, -1.09], [-1.75, -0.85, -1.11], [2.08, 0.74, 0.84], [2.20, -0.84, -0.70], [1.90, -1.31, -0.81], [0.41, 0.60, -2.51], [-1.53, 1.44, -0.88], [0.58, 2.67, -0.27], [2.25, 0.56, 1.32], [1.63, -1.45, -0.81], [-1.39, 1.50, 0.66], [-2.05, 0.96, 0.31], [-2.27, 0.88, 0.83], [0.42, 2.14, 1.15], [1.99, -0.91, -0.85], [1.39, 0.39, 1.52], [0.74, -0.81, -2.30], [1.35, -0.58, 1.80], [0.34, -2.75, 0.02], [-2.23, -1.05, -0.21], [-2.59, 0.40, 1.52], [0.39, -2.54, -0.13], [-0.50, 2.25, -0.88], [-0.57, 0.55, 2.49], [1.66, 0.52, -1.85], [2.07, -0.94, -0.88], [-2.14, 1.12, 0.44], [-0.54, -1.67, 1.50], [-1.64, -2.08, -0.41], [1.67, 1.56, 0.99], [1.73, 0.32, -1.38], [-0.70, 2.17, 1.46], [1.23, 2.00, -0.38], [-2.24, -0.46, 1.49], [1.39, -1.65, 0.37], [0.97, -2.87, 0.04], [1.84, 0.84, -1.17], [-1.73, -0.52, -1.91], [2.37, -0.21, -1.07]], "e_homo_ha": -0.2921, "e_lumo_ha": 0.008, "largest_force_ev_per_a": 8.5, "smiles": "C=CCP(CCCCCCCCOC(C)=O)(COCC)(OCCOCC)/C(Br)=C(/C)Br", "homo_lumo_gap_ev": 8.172, "mol_weight_g_mol": 590.37}

=====

Record 2
{"formula": "C23H43CeN2O2P3", "method": "wB97M-V/def2-TZVPD", "symbols": ["Ce", "P", "P", "P", "O", "O", "N", "N", "C", "C", "C", "C", "C", "C", "C", "C", "C", "C", "C", "C", "C", "C", "C", "C", "C", "C", "C", "C", "C", "C", "C", "H", "H", "H", "H", "H", "H", "H", "H", "H", "H", "H", "H", "H", "H", "H", "H", "H", "H", "H", "H", "H", "H", "H", "H", "H", "H", "H", "H", "H", "H", "H", "H", "H", "H", "H", "H", "H", "H", "H", "H", "H", "H", "H"], "xyz": [[-0.1323, -0.0803, 0.5751], [2.1855, 0.8442, 2.0518], [-0.5900, 2.3343, -0.8154], [2.0505, -0.5420, -1.1757], [-1.6545, -0.3369, -3.7855], [-2.5589, -2.9114, 4.7733], [-1.1567, 0.3984, 2.7572], [-3.3535, -1.7202, 6.5426], [3.7218, -0.1703, 2.1957], [-2.3699, -3.4183, -6.2511], [3.3918, 0.6207, -1.5725], [-2.7199, -1.0512, -5.8137], [2.9092, 2.4367, 1.4682], [-2.4303, 0.7401, 5.2306], [-1.6553, -1.1471, -4.9025], [-0.7215, -2.1995, -4.9795], [-1.4023, 3.6611, 0.0962], [-1.9147, 1.8210, 4.5296], [-2.7347, -1.8268, 5.3248], [0.6295, -2.4541, 1.6876], [-0.2407, -2.7258, 0.6621], [-1.9288, 1.9326, -1.9841], [-1.6907, -0.6685, 3.4420], [1.2459, -0.7674, -2.8052], [1.9634, 1.2502, 3.8149], [-3.0773, -2.2263, -6.4866], [-1.1518, -3.4097, -5.5486], [2.9398, -2.1264, -1.0258], [0.5248, 3.2812, -1.9022], [-1.2896, 1.6380, 3.2943], [-2.3189, -0.5534, 4.6803], [-3.4357, -0.8720, 7.0798], [0.4527, -1.5200, -2.7144], [-3.1843, -0.0532, -5.9267], [3.7380, -2.0366, -0.2819], [3.7481, 2.6908, 2.1272], [3.9068, 0.2666, -2.4723], [-0.6644, 4.1398, 0.7422], [-1.5891, -1.6121, 2.8990], [0.2773, -2.0421, -4.5680], [0.9290, 2.6435, -2.6940], [1.3728, 3.6223, -1.3008], [-3.6276, -2.5754, 6.9957], [2.1494, 3.2246, 1.5288], [4.2078, -0.3525, 1.2263], [-2.1645, 3.2242, 0.7462], [-1.3372, -2.6972, 0.7906], [3.3644, -2.3577, -2.0095], [0.0089, 4.1441, -2.3437], [-2.3361, 2.8243, -2.4846], [1.7084, -2.5274, 1.5509], [1.4512, 0.4399, 4.3445], [2.9821, 1.6195, -1.7524], [-0.8959, 2.4948, 2.7224], [0.7795, 0.1601, -3.1613], [-2.7337, -4.3640, -6.6695], [-2.7193, 1.3579, -1.4798], [-3.8961, -2.1928, -7.2239], [-0.5198, -4.3077, -5.4524], [4.4077, 0.3944, 2.8440], [0.2894, -2.2600, 2.7062], [1.3815, 2.1676, 3.9502], [3.2702, 2.3683, 0.4363], [4.0969, 0.6744, -0.7397], [3.4879, -1.1351, 2.6688], [0.1088, -3.0449, -0.3306], [-2.5064, 0.1637, -3.6682], [-2.9150, 0.8623, 6.1832], [-1.9816, 2.8257, 4.9423], [-1.8558, 4.3790, -0.5925], [1.9895, -1.1075, -3.5390], [-1.4378, 1.2825, -2.7045], [2.9576, 1.3933, 4.2557], [2.2646, -2.9286, -0.7088]], "atomic_forces_ev_per_a": [[-1.35, 0.67, 0.33], [1.58, 0.66, 0.60], [-0.67, 2.02, -1.73], [1.21, -0.22, -1.21], [-0.06, 1.45, 0.52], [0.15, 1.40, 0.11], [-0.80, 0.07, 1.06], [0.61, 0.16, -0.95], [-0.26, -0.27, -0.18], [0.07, -0.26, -0.09], [-0.03, 0.14, 0.13], [0.57, -0.29, 0.54], [-0.33, -0.10, -0.24], [0.29, -0.95, -0.74], [-0.95, -0.93, -0.77], [-0.58, 0.07, 0.42], [0.19, -0.08, 0.98], [0.19, 0.52, -0.32], [-1.14, -1.67, 1.31], [-0.98, -1.66, -1.28], [1.18, -0.63, 1.40], [0.21, -0.56, 0.21], [0.44, 1.09, -0.73], [-0.28, 0.20, 0.42], [-0.29, -0.09, 0.29], [0.14, 0.19, -0.39], [-0.01, 0.75, -0.43], [-0.02, -0.03, 0.27], [0.58, -0.24, 0.18], [-0.23, -0.49, 0.42], [0.76, 0.85, -0.79], [0.00, -0.16, -0.14], [0.18, 0.16, -0.11], [-0.20, -0.91, 0.04], [-0.06, -0.10, -0.18], [-0.18, 0.00, -0.12], [-0.03, 0.10, 0.16], [-0.12, 0.32, -0.03], [-0.34, 0.01, 0.76], [-0.58, -0.55, 0.05], [-0.14, 0.11, 0.00], [-0.06, 0.19, -0.14], [-0.03, -0.17, 0.03], [0.20, -0.04, 0.00], [-0.18, 0.08, 0.35], [-0.18, 0.21, -0.08], [0.39, -0.11, 0.11], [0.02, -0.10, 0.28], [0.08, -0.27, 0.15], [0.14, -0.25, 0.32], [-0.17, -0.05, -0.09], [0.13, 0.10, -0.01], [0.13, -0.14, -0.07], [-0.15, -0.51, 0.36], [0.10, -0.25, 0.02], [0.17, 0.51, 0.07], [-0.05, 0.25, -0.22], [0.42, -0.18, 0.58], [-0.43, 0.56, -0.29], [-0.14, -0.25, -0.22], [0.01, 0.07, -0.21], [0.12, -0.14, -0.06], [-0.08, 0.05, 0.28], [0.03, 0.02, -0.21], [0.20, 0.25, -0.08], [-0.08, 0.16, 0.38], [1.04, -1.06, -0.94], [-0.02, 0.31, 0.14], [-0.05, -0.20, -0.11], [0.11, -0.08, 0.14], [-0.15, 0.08, 0.22], [-0.20, 0.14, -0.22], [-0.26, 0.02, -0.03], [0.23, 0.03, -0.22]], "e_homo_ha": [-0.5331, -0.5331], "e_lumo_ha": [-0.391, -0.387], "spin_multiplicity": 2, "largest_force_ev_per_a": 2.7, "charge": 3, "homo_lumo_gap_ev": [3.875, 3.970], "relative_energy_kj_mol": 130.1, "mol_weight_g_mol": 612.65}

=====

Record 3
{"formula": "C23H43Cl3N3O4PbSi", "method": "wB97M-V/def2-TZVPD", "symbols": ["Pb", "Cl", "Cl", "Cl", "Si", "O", "O", "O", "O", "N", "N", "N", "C", "C", "C", "C", "C", "C", "C", "C", "C", "C", "C", "C", "C", "C", "C", "C", "C", "C", "C", "C", "C", "C", "C", "H", "H", "H", "H", "H", "H", "H", "H", "H", "H", "H", "H", "H", "H", "H", "H", "H", "H", "H", "H", "H", "H", "H", "H", "H", "H", "H", "H", "H", "H", "H", "H", "H", "H", "H", "H", "H", "H", "H", "H", "H", "H", "H"], "xyz": [[2.5529, 0.5227, 0.2613], [0.6207, -1.1278, 1.1834], [3.4382, 1.2838, 2.5409], [4.1335, -1.3953, 0.0138], [-0.8060, 0.4113, -1.6950], [-1.0782, 0.6524, 5.4068], [-0.8332, 2.4676, 2.4375], [-2.9356, -2.1305, 1.8532], [0.6788, -0.4138, -1.9628], [-1.6325, -4.0031, 2.1479], [-0.3381, 0.3128, 7.5291], [-0.6437, 4.5345, 1.4597], [-2.3003, -2.8959, 2.5749], [0.2535, 5.3531, 0.6728], [-1.3988, 0.3292, 0.0661], [1.0767, 0.4469, -4.2422], [-2.0535, 4.5671, 1.1038], [0.2117, 2.1156, -6.2897], [0.9069, -0.2442, 7.0475], [-1.2520, -4.1675, 0.7674], [-0.0265, 0.0751, -5.0162], [-1.0373, -4.9226, 3.0956], [1.8356, -1.8514, -3.6273], [1.8175, 1.5809, -4.5686], [2.6009, -2.7346, -2.6906], [-0.1580, 3.4356, 2.1084], [-2.1444, -0.1315, -2.8982], [1.5331, -0.4473, -3.1153], [1.3989, 2.4032, -5.6059], [-1.2545, 0.7196, 6.6153], [-0.5062, 0.9454, -6.0056], [-0.5692, 2.2272, -2.0242], [2.2558, -3.5520, -5.4382], [1.7232, -2.2671, -4.9114], [-0.6230, 0.3316, 8.9516], [-1.8458, -3.5097, 0.1421], [1.2227, -1.6834, -5.6751], [-2.1923, -1.2071, -3.0681], [0.4387, 4.9418, -0.3295], [-1.5095, 2.7731, -1.9244], [-0.8028, 1.3537, 9.3043], [2.2206, -3.7727, -2.7399], [0.9109, 3.5343, 2.3731], [0.7241, -1.0875, 6.3669], [-1.5219, -0.2513, 9.1849], [-1.4097, -5.2103, 0.4899], [3.6631, -2.7460, -3.0250], [1.8662, -4.4109, -4.8776], [-2.1695, -2.7267, 3.6679], [-0.1875, 6.3430, 0.5616], [2.7018, 1.7880, -3.9706], [1.4866, 0.5051, 6.4885], [-2.6529, 4.1328, 1.9178], [-2.1699, 1.1399, 7.0801], [-2.3319, 5.6175, 0.9495], [1.9837, 3.2961, -5.8351], [-1.0463, -5.9334, 2.6730], [-2.3579, 0.8528, 0.1764], [-1.6184, -4.8917, 4.0267], [-3.1464, 0.1525, -2.5580], [2.6052, -2.3800, -1.6388], [-0.2023, 2.4217, -3.0295], [3.3522, -3.6411, -5.4680], [-2.2587, 4.0102, 0.1687], [1.2035, 5.4188, 1.2013], [-0.7352, 0.8004, 0.8102], [-0.5394, -0.8741, -4.8306], [-1.5644, -0.7225, 0.3206], [-1.4426, 0.7277, -6.5316], [-2.0616, 0.3180, -3.8917], [1.9049, -3.6200, -6.4729], [-0.1934, -3.9358, 0.6253], [1.4757, -0.5811, 7.9148], [-0.1430, 2.8119, -7.0532], [0.1362, 2.6806, -1.3286], [0.0124, -4.6711, 3.3265], [0.2290, -0.0899, 9.4834], [2.5189, -0.1045, -2.7513]], "atomic_forces_ev_per_a": [[-0.93, -0.32, 0.47], [1.92, -0.55, 0.49], [0.04, 0.15, 0.11], [0.58, -0.19, 0.02], [0.35, 0.20, 0.17], [-0.37, 0.09, 1.21], [0.67, 1.28, -0.30], [0.67, -0.89, 0.82], [-0.80, 0.08, -0.34], [-0.07, 0.12, 0.30], [-0.13, -0.03, 0.14], [-0.36, -0.12, -0.20], [-0.23, 0.70, -0.68], [0.00, -0.15, 0.13], [-0.47, 0.04, -0.28], [0.18, -0.38, -0.24], [-0.05, -0.12, -0.16], [0.05, -0.05, 0.00], [0.30, -0.08, -0.37], [0.08, -0.19, -0.13], [-0.36, 0.65, -0.28], [0.27, 0.41, 0.24], [0.18, -0.48, -0.93], [-0.42, -0.30, 0.02], [0.32, -0.23, 0.58], [-0.61, -0.96, 0.59], [-0.59, -0.18, -0.36], [-0.14, -0.08, -0.10], [-0.11, 0.17, 0.04], [0.36, -0.02, -0.96], [0.42, 0.12, 0.20], [0.23, 0.47, -0.40], [-0.18, -0.51, -0.39], [-0.09, 0.84, 0.98], [-0.41, 0.23, -0.15], [-0.04, 0.03, -0.01], [0.22, 0.19, 0.26], [0.12, -0.19, 0.12], [-0.08, 0.03, 0.10], [-0.15, -0.11, 0.09], [0.14, -0.10, 0.07], [0.23, 0.42, 0.14], [-0.02, -0.18, -0.17], [0.07, 0.21, 0.16], [0.17, -0.05, 0.06], [-0.13, -0.05, -0.21], [-0.50, -0.13, 0.30], [0.15, 0.03, -0.12], [-0.36, -0.11, -0.29], [0.15, 0.11, 0.03], [-0.08, 0.16, -0.18], [-0.15, -0.24, 0.13], [0.29, 0.11, -0.35], [0.05, -0.09, -0.10], [-0.05, -0.22, 0.06], [-0.27, -0.21, -0.07], [-0.16, 0.12, 0.16], [-0.09, 0.03, -0.44], [0.22, -0.17, -0.21], [0.15, 0.04, 0.36], [-0.19, -0.33, -0.78], [0.04, 0.10, -0.15], [-0.21, 0.19, 0.23], [0.05, 0.14, 0.38], [0.07, 0.14, -0.09], [-0.41, -0.40, -0.55], [0.23, 0.56, 0.05], [-0.14, 0.48, 0.25], [0.45, 0.02, 0.12], [0.11, 0.08, 0.32], [0.14, -0.36, 0.09], [-0.01, 0.14, 0.03], [0.08, -0.02, -0.20], [0.07, -0.26, 0.19], [0.13, -0.02, 0.15], [-0.24, -0.02, -0.10], [-0.16, 0.08, 0.03], [-0.19, 0.16, -0.15]], "e_homo_ha": -0.1973, "e_lumo_ha": 0.094, "largest_force_ev_per_a": 2.1, "charge": -1, "homo_lumo_gap_ev": 7.918, "relative_energy_kj_mol": 73.3, "mol_weight_g_mol": 767.26}